Record 1
The following is a quantum chemistry calculation of a structure of composition C46H45FNP2RuS, from the Open Molecules 2025 dataset.

ORCA input file:
```
! wB97M-V def2-TZVPD RIJCOSX def2/J DEFGRID3
* xyz 0 6
Ru 0.447 -0.017 0.078
C 1.543 2.065 2.182
C 2.383 1.448 1.144
C 1.975 1.945 -0.078
C 0.969 2.974 0.199
C 0.709 2.999 1.581
C -0.324 3.835 2.267
C 0.404 3.900 -0.820
C 2.716 1.871 -1.379
C 3.601 0.654 1.471
C 1.643 1.749 3.630
H 0.107 4.621 2.891
H -0.958 3.222 2.913
H -0.979 4.324 1.544
H 0.591 4.938 -0.528
H -0.683 3.815 -0.917
H 0.835 3.748 -1.807
H 3.297 2.782 -1.552
H 2.049 1.750 -2.237
H 3.412 1.036 -1.391
H 4.321 1.294 1.992
H 4.084 0.248 0.586
H 3.386 -0.192 2.125
H 2.441 2.331 4.102
H 1.873 0.694 3.796
H 0.717 1.975 4.158
N -1.689 -0.736 -2.285
P -1.176 0.782 -1.750
C -0.811 1.667 -3.307
C -1.280 2.947 -3.585
C -0.920 3.594 -4.760
C -0.087 2.964 -5.672
C 0.382 1.684 -5.407
C 0.024 1.041 -4.233
C -2.670 1.615 -1.153
C -3.830 1.682 -1.930
C -4.975 2.280 -1.436
C -4.973 2.821 -0.153
C -3.830 2.762 0.625
C -2.682 2.158 0.124
P -0.794 -2.064 -1.719
C -0.563 -3.047 -3.240
C 0.690 -3.046 -3.843
C 0.893 -3.710 -5.048
C -0.159 -4.376 -5.655
C -1.414 -4.392 -5.057
C -1.611 -3.739 -3.851
C -2.027 -3.087 -0.847
C -1.741 -4.430 -0.600
C -2.628 -5.218 0.116
C -3.804 -4.667 0.613
C -4.087 -3.329 0.386
C -3.205 -2.545 -0.349
H -2.501 -0.836 -2.888
H -1.938 3.448 -2.887
H -1.301 4.586 -4.964
H 0.191 3.466 -6.589
H 1.022 1.180 -6.119
H 0.391 0.036 -4.051
H -3.836 1.287 -2.940
H -5.865 2.332 -2.048
H -5.868 3.288 0.237
H -3.828 3.166 1.628
H -1.797 2.103 0.746
H 1.517 -2.543 -3.359
H 1.874 -3.715 -5.504
H -0.001 -4.897 -6.590
H -2.233 -4.920 -5.526
H -2.582 -3.780 -3.372
H -0.821 -4.872 -0.967
H -2.399 -6.261 0.290
H -4.496 -5.277 1.179
H -4.991 -2.887 0.781
H -3.426 -1.492 -0.496
S -1.043 -0.107 1.935
C -0.629 -1.462 3.026
C 0.002 -1.195 4.237
C 0.313 -2.225 5.115
C 0.002 -3.537 4.793
C -0.637 -3.808 3.589
C -0.954 -2.779 2.717
H 0.249 -0.172 4.491
H 0.801 -1.996 6.053
H 0.254 -4.340 5.473
H -0.887 -4.827 3.324
H -1.443 -2.997 1.785
F 4.824 -4.596 -0.292
C 3.920 -3.584 -0.213
C 3.128 -3.469 0.908
C 2.199 -2.431 0.963
C 2.048 -1.495 -0.066
C 2.888 -1.669 -1.172
C 3.821 -2.696 -1.266
H 3.241 -4.176 1.718
H 1.582 -2.358 1.857
H 2.815 -0.991 -2.018
H 4.458 -2.818 -2.132
*
```

Values from the calculation:
DFT total energy: -84633.6592 eV
<S²>: 8.78
Strongest force on any atom: 0.0149 hartree/bohr
Kohn-Sham gap (alpha / beta): 6.76 / 6.66 eV
LUMO (alpha / beta): 0.018 / -0.029 hartree



Record 2
The following is a quantum chemistry calculation of an isolated molecule of C2H6N4OS in a non-equilibrium geometry, from the Open Molecules 2025 dataset.

ORCA input file:
```
! wB97M-V def2-TZVPD RIJCOSX def2/J DEFGRID3
* xyz 0 1
C 0.470 0.630 -0.768
C -0.470 -0.897 0.875
H 1.863 -1.672 -0.995
H 2.497 -0.789 0.249
H 0.815 0.560 -1.826
H -0.638 2.726 1.043
H -0.086 -1.328 1.807
H -1.893 0.139 -1.368
N 1.654 -1.288 -0.031
N 0.500 -0.575 -0.079
N 0.045 1.748 -0.367
N -1.747 -0.831 0.847
O -0.256 1.826 0.984
S -2.755 -0.250 -0.371
*
```

Values from the calculation:
DFT total energy: -21010.6215 eV
Strongest force on any atom: 0.0658 hartree/bohr
Kohn-Sham gap: 9.11 eV
SMILES string: NN(/C=N\O)/C=N\S
LUMO: 0.024 hartree



Which of these has the lowest DFT total energy? C46H45FNP2RuS



The lowest strongest force on any atom belongs to which entry? C46H45FNP2RuS



The lowest strongest force on any atom belongs to which entry? C46H45FNP2RuS



The lowest strongest force on any atom belongs to which entry? C46H45FNP2RuS